[1]
{
  "formula": "C5H9N",
  "method": "ωB97M-V/def2-TZVPD",
  "symbols": ["C", "N", "C", "H", "H", "H", "C", "C", "C", "H", "H", "H", "H", "H", "H"],
  "xyz": [[1.616, 0.363, -0.770], [0.958, -0.689, -0.987], [1.970, -0.706, 0.125], [1.857, 1.273, -1.292], [1.628, -0.734, 1.165], [2.847, -1.298, -0.100], [-2.083, -0.602, -0.400], [-0.981, -0.376, 0.303], [-0.599, 1.045, 0.551], [-2.649, -1.514, -0.296], [-2.462, 0.167, -1.069], [-0.553, -1.157, 0.932], [-1.154, 1.700, -0.129], [-0.876, 1.286, 1.582], [0.482, 1.243, 0.385]],
  "mulliken_charge": [-0.18, -0.39, -0.25, 0.38, 0.17, 0.26, -0.73, 0.09, -0.88, 0.27, 0.23, 0.27, 0.32, 0.25, 0.19],
  "smiles": "C1=NC1.C=CC",
  "orbital_gap_ha": 0.369,
  "total_energy_ha": -250.5173,
  "spin_multiplicity": 1,
  "e_lumo_ev": 1.04
}

---

[2]
{
  "formula": "C5H11N2O2P",
  "method": "ωB97M-V/def2-TZVPD",
  "symbols": ["C", "C", "C", "C", "C", "N", "N", "O", "O", "P", "H", "H", "H", "H", "H", "H", "H", "H", "H", "H", "H"],
  "xyz": [[-2.440, -0.606, 0.974], [-1.965, 0.605, 1.641], [1.644, 1.923, 0.225], [1.237, 2.107, -1.166], [1.263, -2.002, -1.036], [-1.055, -0.349, 1.054], [0.237, 1.742, -0.166], [-1.172, -0.048, -1.535], [1.190, -0.906, -0.241], [-0.306, 0.200, -0.371], [-2.773, -1.312, 1.713], [-3.127, -0.577, 0.179], [-2.006, 1.541, 1.140], [-1.906, 0.623, 2.674], [2.180, 1.100, 0.676], [1.719, 2.838, 0.746], [0.931, 3.019, -1.642], [1.233, 1.253, -1.836], [0.484, -2.118, -1.829], [1.015, -2.867, -0.400], [2.301, -1.941, -1.350]],
  "mulliken_spin": [0.01, 0.04, 0.01, 0.08, 0.05, 0.05, 0.06, -0.13, 0.40, 1.26, 0.00, 0.00, -0.01, 0.00, 0.00, -0.01, 0.00, -0.06, 0.07, 0.09, 0.10],
  "orbital_gap_ha": [0.166, 0.220],
  "s2": 2.006,
  "total_energy_ha": -798.1628,
  "spin_multiplicity": 3,
  "e_lumo_ev": [0.95, -3.49]
}

---

[3]
{
  "formula": "C5H7O3Tb",
  "method": "ωB97M-V/def2-TZVPD",
  "symbols": ["O", "C", "O", "Tb", "O", "C", "H", "H", "C", "H", "H", "C", "C", "H", "H", "H"],
  "xyz": [[-0.001, 0.101, 1.161], [-0.602, -0.397, 0.072], [-0.518, -1.703, 0.180], [-0.118, -1.981, 2.379], [-0.623, 0.141, -1.029], [0.439, 1.517, 1.194], [1.287, 1.592, 0.506], [-0.413, 2.096, 0.810], [0.781, 1.858, 2.584], [0.031, 1.758, 3.369], [1.767, 2.250, 2.826], [-0.803, -1.301, -2.711], [0.074, -1.341, -3.666], [-1.877, -1.182, -2.867], [-0.585, -2.030, -1.099], [1.162, -1.379, -3.709]],
  "mulliken_spin": [0.07, -0.24, 0.19, 6.98, 0.01, -0.01, 0.00, 0.00, -0.01, 0.01, 0.00, 0.00, 0.01, 0.00, -0.01, 0.00],
  "orbital_gap_ha": [0.136, 0.133],
  "s2": 15.768,
  "total_energy_ha": -1243.3879,
  "spin_multiplicity": 8,
  "e_lumo_ev": [-16.25, -16.29],
  "total_charge": 3
}

---

[4]
{
  "formula": "C4H5NO2",
  "method": "ωB97M-V/def2-TZVPD",
  "symbols": ["O", "C", "C", "C", "N", "C", "O", "H", "H", "H", "H", "H"],
  "xyz": [[-1.029, 2.426, 0.015], [-0.400, 1.408, 0.036], [-0.993, 0.005, 0.179], [-0.171, -1.073, -0.522], [1.209, -0.879, -0.261], [1.658, 0.265, 0.046], [0.971, 1.466, 0.024], [-0.932, -0.206, 1.259], [-2.038, 0.061, -0.115], [-0.532, -1.916, -1.131], [-0.574, -2.291, -0.033], [2.695, 0.439, 0.344]],
  "mulliken_charge": [-0.52, 0.53, -0.51, -0.09, -0.43, 0.06, -0.35, 0.29, 0.34, 0.22, 0.08, 0.38],
  "orbital_gap_ha": 0.356,
  "total_energy_ha": -360.5583,
  "spin_multiplicity": 1,
  "e_lumo_ev": 0.35
}

---

[5]
{
  "formula": "C5H16N2O",
  "method": "ωB97M-V/def2-TZVPD",
  "symbols": ["C", "C", "C", "N", "C", "C", "N", "H", "H", "H", "H", "H", "H", "H", "H", "H", "H", "H", "H", "H", "H", "O", "H", "H"],
  "xyz": [[-1.831, -0.448, 1.701], [-0.370, -0.281, 1.266], [0.583, -0.153, 2.445], [-0.157, 0.887, 0.408], [-0.818, 0.929, -0.909], [-0.809, -0.432, -1.641], [0.118, -0.503, -2.761], [-2.154, 0.428, 2.243], [-2.406, -0.645, 0.817], [-1.933, -1.329, 2.350], [-0.039, -1.117, 0.686], [1.511, 0.171, 2.060], [0.227, 0.590, 3.141], [0.782, -1.048, 3.041], [-0.385, 1.704, 0.964], [-1.826, 1.256, -0.717], [-0.245, 1.602, -1.553], [-1.819, -0.550, -1.982], [-0.666, -1.214, -0.900], [0.532, 0.393, -2.903], [0.870, -1.137, -2.535], [2.670, 0.041, -0.630], [3.348, -0.540, -0.270], [2.923, 0.906, -0.298]],
  "mulliken_charge": [-1.38, 0.44, -1.54, -0.26, -0.66, -0.40, -0.67, 0.33, 0.34, 0.41, 0.24, 0.41, 0.35, 0.36, 0.28, 0.38, 0.32, 0.26, 0.26, 0.28, 0.29, -0.59, 0.29, 0.28],
  "smiles": "CC(C)NCCN.O",
  "orbital_gap_ha": 0.334,
  "total_energy_ha": -384.8172,
  "spin_multiplicity": 1,
  "e_lumo_ev": 0.76
}

---

[6]
{
  "formula": "C29H47N2O2P2V",
  "method": "ωB97M-V/def2-TZVPD",
  "symbols": ["C", "C", "N", "C", "C", "C", "C", "P", "V", "P", "C", "C", "C", "C", "C", "C", "C", "O", "O", "H", "H", "H", "C", "C", "H", "H", "H", "H", "C", "C", "H", "H", "H", "H", "H", "H", "H", "H", "H", "H", "H", "H", "H", "H", "H", "H", "H", "H", "H", "H", "H", "H", "C", "C", "C", "C", "C", "C", "C", "C", "N", "C", "C", "C", "C", "H", "H", "H", "H", "H", "H", "H", "H", "H", "H", "H", "H", "H", "H", "H", "H", "H", "H"],
  "xyz": [[-0.897, 4.051, -1.454], [-1.118, 2.738, -0.967], [-0.200, 2.197, -0.077], [0.888, 2.888, 0.324], [1.094, 4.192, -0.112], [0.189, 4.774, -0.998], [-2.234, 1.974, -1.363], [-2.526, 0.357, -0.645], [-0.611, 0.341, 0.740], [1.710, 0.304, 1.012], [1.840, 2.160, 1.251], [-0.122, -2.553, 0.219], [-1.227, -3.396, 0.399], [-0.997, -4.731, 0.787], [0.306, -5.197, 0.939], [1.400, -4.372, 0.675], [1.172, -3.056, 0.237], [-0.700, 1.355, -5.436], [1.316, -0.950, -3.430], [-1.561, 4.396, -2.247], [1.918, 4.736, 0.330], [0.324, 5.811, -1.310], [-4.249, 0.552, -0.047], [-2.803, -0.814, -2.032], [2.882, 2.470, 1.041], [1.602, 2.419, 2.311], [-0.798, 0.531, -5.930], [-3.064, 2.563, -1.755], [2.527, -0.296, 2.547], [3.101, 0.084, -0.179], [-2.281, -3.069, 0.290], [-1.862, -5.400, 0.932], [0.467, -6.204, 1.313], [2.427, -4.716, 0.785], [2.008, -2.394, -0.017], [0.094, -0.380, -0.392], [1.137, -1.817, -3.011], [0.597, -0.436, -3.010], [0.287, 1.324, -5.290], [-0.232, -1.295, 0.032], [-4.829, 0.983, -0.877], [-4.712, -0.400, 0.258], [-4.305, 1.245, 0.798], [-3.534, -0.329, -2.695], [-1.873, -1.054, -2.570], [-3.226, -1.738, -1.617], [3.929, 0.748, 0.115], [3.460, -0.955, -0.169], [2.784, 0.341, -1.200], [3.597, -0.015, 2.560], [2.030, 0.115, 3.441], [2.439, -1.393, 2.564], [1.040, 3.403, 5.844], [0.136, 3.241, 4.640], [-0.367, 4.353, 3.951], [-1.257, 4.217, 2.878], [-1.763, 5.420, 2.154], [-1.643, 2.935, 2.502], [-1.095, 1.782, 3.115], [-0.211, 1.958, 4.216], [-1.365, 0.501, 2.595], [-1.940, -0.593, 3.413], [-0.859, -1.644, 3.686], [-2.550, -0.081, 4.721], [-3.054, -1.273, 2.618], [1.862, 4.112, 5.647], [0.471, 3.783, 6.711], [1.485, 2.435, 6.131], [-0.052, 5.349, 4.273], [-2.547, 5.917, 2.729], [-0.973, 6.154, 1.978], [-2.178, 5.149, 1.182], [-2.416, 2.798, 1.734], [0.205, 1.080, 4.725], [0.014, -1.185, 4.176], [-1.266, -2.437, 4.336], [-0.523, -2.107, 2.740], [-3.300, 0.693, 4.520], [-3.057, -0.913, 5.231], [-1.790, 0.325, 5.394], [-3.539, -2.043, 3.241], [-2.663, -1.781, 1.722], [-3.822, -0.548, 2.310]],
  "mulliken_spin": [-0.01, 0.01, -0.06, -0.01, -0.01, 0.01, -0.04, 0.04, 1.52, -0.02, 0.05, 0.02, 0.01, 0.00, 0.00, 0.00, 0.00, 0.00, 0.00, 0.00, 0.00, 0.00, 0.01, -0.01, 0.00, 0.00, 0.00, 0.00, 0.00, 0.00, 0.00, 0.00, 0.00, 0.00, 0.00, -0.11, 0.00, 0.00, 0.00, -0.02, 0.00, 0.00, 0.00, 0.00, 0.00, 0.00, 0.00, 0.00, 0.00, 0.00, 0.00, 0.00, 0.00, 0.01, -0.03, 0.02, 0.00, -0.02, 0.10, -0.05, -0.43, 0.03, 0.00, 0.00, 0.01, 0.00, 0.00, 0.00, 0.00, 0.00, 0.00, 0.00, -0.02, 0.00, 0.00, 0.00, 0.00, 0.00, 0.00, 0.00, 0.00, -0.01, 0.00],
  "orbital_gap_ha": [0.196, 0.231],
  "s2": 1.032,
  "total_energy_ha": -3019.6345,
  "spin_multiplicity": 2,
  "e_lumo_ev": [-4.09, -3.23],
  "total_charge": 1
}

---

[7]
{
  "formula": "C12H17N",
  "method": "ωB97M-V/def2-TZVPD",
  "symbols": ["C", "C", "C", "H", "H", "H", "H", "H", "H", "H", "H", "C", "C", "C", "C", "C", "C", "C", "C", "C", "N", "H", "H", "H", "H", "H", "H", "H", "H", "H"],
  "xyz": [[-0.787, -1.264, 2.448], [-1.738, -0.107, 2.087], [0.463, -0.946, 3.300], [-1.164, -2.175, 2.928], [-0.359, -1.645, 1.500], [-1.396, 0.279, 1.084], [-1.784, 0.722, 2.848], [0.656, -1.839, 3.927], [1.447, -0.619, 2.756], [-2.705, -0.558, 2.017], [0.319, -0.113, 3.936], [2.628, 1.372, -0.305], [1.970, -0.945, -1.097], [1.713, 0.355, -0.818], [-0.032, -0.414, -2.145], [0.423, 0.716, -1.461], [-1.149, -0.381, -2.955], [-0.478, 1.780, -1.370], [-2.066, 0.564, -2.710], [-1.836, 1.676, -1.842], [0.866, -1.461, -2.014], [2.870, -1.630, -0.899], [0.583, -2.394, -1.888], [3.661, 0.908, -0.436], [2.525, 1.534, 0.842], [-1.375, -1.221, -3.536], [-0.102, 2.561, -0.606], [-3.092, 0.631, -3.173], [-2.565, 2.388, -1.437], [2.505, 2.228, -0.981]],
  "mulliken_spin": [0.00, 0.00, 0.03, -0.01, 0.02, 0.01, 0.00, -0.01, -0.01, 0.00, -0.01, 0.03, 0.32, -0.08, 0.03, 0.04, 0.22, 0.33, 0.00, 0.00, -0.02, 0.02, -0.03, 0.02, 0.01, 0.04, 0.08, 0.00, 0.00, -0.05],
  "orbital_gap_ha": [0.106, 0.256],
  "s2": 0.768,
  "total_energy_ha": -522.0995,
  "spin_multiplicity": 2,
  "e_lumo_ev": [3.63, 3.55],
  "total_charge": -1
}

---

[8]
{
  "formula": "C3H6N2O3",
  "method": "ωB97M-V/def2-TZVPD",
  "symbols": ["C", "C", "C", "N", "O", "O", "N", "O", "H", "H", "H", "H", "H", "H"],
  "xyz": [[-1.514, -0.487, -0.653], [-0.105, -0.168, -0.417], [0.382, 0.943, 0.437], [0.135, 0.569, 1.792], [-0.958, 0.871, 2.218], [0.925, -0.180, 2.328], [0.818, -0.937, -1.356], [2.171, -0.509, -1.271], [-1.667, -1.291, 0.177], [-2.098, 0.401, -0.389], [-1.803, -0.909, -1.618], [-0.351, 1.797, 0.272], [1.380, 1.122, 0.154], [2.686, -1.222, -1.672]],
  "mulliken_charge": [-0.97, 0.56, -0.67, 0.88, -0.52, -0.52, -0.39, -0.36, 0.23, 0.30, 0.38, 0.31, 0.44, 0.34],
  "smiles": "C/C(C[N+](=O)[O-])=N/O",
  "orbital_gap_ha": [0.330, 0.330],
  "total_energy_ha": -452.9206,
  "spin_multiplicity": 1,
  "e_lumo_ev": [-0.26, -0.26]
}

---

[9]
{
  "formula": "C8H11N4OP",
  "method": "ωB97M-V/def2-TZVPD",
  "symbols": ["C", "N", "C", "P", "O", "N", "N", "N", "C", "C", "C", "C", "C", "C", "H", "H", "H", "H", "H", "H", "H", "H", "H", "H", "H"],
  "xyz": [[-0.829, -2.733, -1.483], [0.453, -2.061, -1.556], [1.677, -2.948, -1.753], [0.721, -0.359, -1.289], [-0.444, 0.436, -2.542], [-0.379, 0.144, -0.014], [-1.684, -0.214, 0.171], [-2.174, 0.455, 1.095], [-1.278, 1.375, 1.577], [-1.342, 2.255, 2.696], [-0.241, 3.124, 2.820], [0.898, 3.021, 1.937], [1.057, 2.048, 1.022], [-0.120, 1.276, 0.761], [-0.625, -3.311, -0.595], [-1.714, -2.058, -1.210], [-0.997, -3.418, -2.338], [1.706, -3.211, -2.736], [2.488, -2.379, -1.494], [1.489, -3.706, -1.072], [-0.023, 0.346, -3.428], [-2.215, 2.422, 3.276], [-0.164, 3.680, 3.711], [1.816, 3.695, 1.968], [1.924, 2.120, 0.477]],
  "mulliken_charge": [-0.85, 0.11, -1.03, 0.07, -0.61, 0.48, -0.01, -0.81, 0.51, -0.73, -0.47, -0.36, -0.69, 0.60, 0.37, 0.29, 0.30, 0.33, 0.38, 0.35, 0.29, 0.42, 0.40, 0.26, 0.40],
  "smiles": "CN(C)P(O)n1nnc2ccccc21",
  "orbital_gap_ha": 0.354,
  "total_energy_ha": -947.0005,
  "spin_multiplicity": 1,
  "e_lumo_ev": 0.70
}